[1]
Entry from the OMol25 dataset: C39H52BBrEuN9O2 as an isolated structure (the ωB97M-V functional and the def2-TZVPD basis).

gap between HOMO and LUMO (spin up / spin down): 4.5047 / 6.2612 eV
energy relative to the best compared isomer or geometry (same formula, charge and spin): 17.0 kcal/mol

```
! RIJCOSX wB97M-V def2-TZVPD def2/J DEFGRID3
* xyz -1 8
C 3.785 2.795 -1.625
C -0.591 -3.668 -3.661
H -2.240 3.362 -3.532
H -2.686 2.328 3.768
C 3.069 -0.342 2.787
C 3.038 -0.784 -1.422
H 5.483 -1.960 -2.089
N -0.212 2.076 -1.369
H -0.711 0.087 6.024
N -0.890 0.961 -1.758
H -1.565 0.163 -5.081
C -0.927 -4.528 -2.642
H 3.522 -1.849 -3.742
H 1.516 -2.956 -0.737
C 4.869 -2.461 -1.347
C -5.569 -0.503 0.898
H -3.085 -2.762 0.641
H -2.931 1.517 0.327
N -0.305 -2.483 -3.092
H -0.308 4.870 -0.821
C 0.997 3.070 1.948
C -1.894 -0.312 3.616
C 0.426 -2.881 2.445
C 2.223 -2.475 4.162
C -4.201 1.238 -3.100
H 3.103 3.441 -2.170
H 0.440 1.339 5.554
H 0.552 -0.282 4.856
O 0.020 -3.780 3.165
H -0.523 -3.828 -4.717
C -1.801 1.354 -2.655
H 3.519 -3.568 -3.332
B 1.020 2.134 -0.441
O 0.014 -2.559 1.295
H 1.896 4.862 2.586
H 0.570 3.300 4.074
C 3.088 -2.600 -3.083
H 1.799 -3.329 4.668
H -0.796 5.212 -2.487
H 5.143 -2.088 -0.364
H 1.521 3.185 -0.601
C 3.242 1.420 -1.470
H 0.849 4.665 -2.139
C -0.261 1.554 2.971
H -1.532 2.811 5.014
H 1.313 4.919 0.923
Br 3.714 1.162 1.834
H 4.727 2.748 -2.167
H -2.382 -0.749 4.487
H 2.765 -4.192 -0.926
H -6.634 -0.449 1.083
C -4.832 0.651 0.701
C -0.830 -3.758 -1.477
H 3.971 3.227 -0.644
N 2.059 1.082 -0.909
C -3.465 0.576 0.471
H -1.210 -5.556 -2.723
C 3.775 -0.697 3.926
C 1.800 4.292 1.666
H 4.635 -0.120 4.234
C -4.917 -1.721 0.844
N 0.648 2.101 1.070
H -2.706 1.541 5.348
H -3.292 0.028 -5.430
H -5.480 -2.639 0.955
H -2.549 1.619 -5.242
N 1.924 -0.269 -0.887
C 2.583 -3.149 -0.674
H -0.980 -4.048 -0.453
C 0.453 2.741 3.169
H -2.670 -0.026 2.909
N -0.454 -2.520 -1.765
H -2.480 -1.586 -3.620
C -0.674 3.158 -2.033
H 5.088 -3.526 -1.387
C -0.198 4.557 -1.857
H -0.061 -1.613 -3.545
C -1.082 0.904 4.060
C -2.858 0.543 -3.375
H 2.019 -2.643 -3.263
Eu -0.300 -0.709 0.185
C -2.545 0.595 -4.878
C 3.887 0.254 -1.815
H -4.159 2.295 -3.345
C -3.546 -1.777 0.638
N -0.121 1.171 1.699
H -2.626 -1.061 -1.919
C -2.737 -0.637 0.442
H -4.046 -1.203 -2.946
H 2.796 4.042 1.309
H 4.836 0.171 -2.305
H 3.853 -2.128 5.525
C 3.373 -2.242 -1.615
H -4.446 1.130 -2.045
H -5.327 1.616 0.723
H -1.266 -1.083 3.167
C 3.334 -1.802 4.634
C -2.996 -0.920 -2.936
C -2.063 1.967 4.582
C -0.136 0.490 5.195
N 2.019 -0.978 2.299
H -4.991 0.784 -3.695
C -1.684 2.735 -2.864
C 1.610 -2.050 2.987
H 2.894 -2.990 0.357
*
```

[2]
Entry from the OMol25 dataset: a 3-piece molecular cluster, C5H12O2 overall (the ωB97M-V functional and the def2-TZVPD basis).

gap between HOMO and LUMO: 10.9512 eV
SMILES string: CCC=O.C=C.O
energy relative to the best compared isomer or geometry (same formula, charge and spin): 39.9 kcal/mol

```
! RIJCOSX wB97M-V def2-TZVPD def2/J DEFGRID3
* xyz 0 1
O -0.066 0.974 1.263
C -1.443 0.394 -1.883
O -2.235 -0.767 1.832
H 3.048 -0.053 1.656
H 1.636 -0.246 -1.071
H 3.849 -0.399 0.114
C 0.491 0.060 0.692
H -0.631 1.115 -1.822
C 1.770 0.212 -0.082
H -3.373 -0.169 -1.234
H -2.675 1.364 -0.464
C -2.545 0.533 -1.154
H 2.698 -1.561 0.793
H -1.311 -0.431 -2.579
H -1.661 0.018 1.820
H 1.974 1.279 -0.210
H -2.507 -0.867 0.913
C 2.909 -0.493 0.664
H 0.072 -0.964 0.752
*
```

[3]
Entry from the OMol25 dataset: C6H9LiO2Sr as an isolated structure (the ωB97M-V functional and the def2-TZVPD basis).

gap between HOMO and LUMO (spin up / spin down): 3.8905 / 5.3188 eV

```
! RIJCOSX wB97M-V def2-TZVPD def2/J DEFGRID3
* xyz 1 2
H 0.837 0.943 0.559
C 0.442 -0.408 2.500
H 0.715 -0.240 3.553
C -0.149 0.999 -1.778
Sr -2.286 -0.004 0.815
O -2.448 0.711 -1.175
H 2.558 -0.770 2.067
C -1.356 0.385 -1.911
H 1.999 0.760 -1.554
C 1.051 -0.126 0.595
H -0.134 2.041 -1.437
C 1.060 0.203 -1.511
H 0.212 -0.597 0.105
H 0.925 -0.867 -1.719
Li -4.023 1.119 -1.979
O -0.880 -0.528 2.249
C 1.560 -1.022 1.687
H -1.467 -0.513 -2.536
H 1.382 -2.088 1.471
*
```

[4]
Entry from the OMol25 dataset: C5H8O2 in the gas phase (the ωB97M-V functional and the def2-TZVPD basis).

gap between HOMO and LUMO: 10.7984 eV
SMILES string: C[C@H](C=O)[C@@H]1CO1
energy relative to the best compared isomer or geometry (same formula, charge and spin): 68.2 kcal/mol

```
! RIJCOSX wB97M-V def2-TZVPD def2/J DEFGRID3
* xyz 0 1
C 0.452 0.104 0.659
C -0.236 1.147 -0.194
H -1.490 -0.472 1.564
C -0.716 -0.838 0.852
H 1.366 -1.090 -0.891
H -2.259 1.189 -1.116
H 0.694 0.558 1.622
H 2.423 0.145 -0.182
H -0.284 2.188 0.104
H -1.317 -0.649 -0.988
C 1.645 -0.586 0.036
H 2.053 -1.348 0.705
O -0.790 -1.935 0.330
C -1.371 0.562 -0.936
O -0.186 1.018 -1.580
*
```

[5]
Entry from the OMol25 dataset: C21H22Cl48N2O2Si2 as an isolated structure (the ωB97M-V functional and the def2-TZVPD basis).

gap between HOMO and LUMO: 8.0943 eV

```
! RIJCOSX wB97M-V def2-TZVPD def2/J DEFGRID3
* xyz 0 1
H 0.146 3.325 0.512
Cl 1.529 7.976 -1.295
Cl 5.732 3.091 -3.700
H 6.268 -0.816 2.130
H 1.209 2.812 -0.787
Cl 3.989 -1.218 -5.722
Cl -5.509 -3.280 8.391
C 5.928 2.483 -2.059
Cl -2.623 3.938 0.600
Cl -2.662 -2.645 6.300
Cl -5.015 4.645 -0.841
C -9.978 7.468 3.863
C -0.849 -6.863 -8.278
H -1.121 -2.285 -2.396
Cl -10.795 7.701 2.315
H -1.896 -3.524 0.025
Cl 3.401 3.617 5.720
Cl 1.322 -1.143 -4.625
C -4.750 -3.294 9.985
C 1.878 6.899 0.058
H 3.816 -3.369 -0.212
H 2.940 1.050 0.580
C -3.550 3.666 -0.888
C 2.684 -0.165 -5.166
Cl 4.345 2.153 -1.306
Cl -0.452 -4.229 5.337
Cl -3.956 -4.849 10.247
C 4.850 -2.113 1.195
Cl 6.872 0.993 -2.087
C 0.833 1.332 0.770
N 3.532 -1.372 -0.858
C -4.398 5.682 4.456
Cl -2.027 -3.268 -6.513
H -0.728 -1.405 1.839
H 1.837 -2.239 0.880
H -1.065 -2.710 3.379
H -1.040 1.572 0.975
C -0.997 -2.949 0.241
H 4.092 -2.262 1.966
H -2.577 -3.175 3.487
Cl -6.130 5.351 4.501
Cl 2.864 -7.795 -13.389
H 4.022 -0.484 -0.851
H 6.089 -0.503 0.411
Cl -1.922 -6.031 -9.409
C 2.106 -8.306 -11.877
H -1.652 -0.525 -0.928
Cl -5.982 -3.046 11.226
H 2.195 0.216 1.924
C -2.314 -1.553 -6.819
Cl 6.761 3.704 -1.092
N -0.308 0.880 1.102
Cl 2.180 0.895 -6.494
Cl -2.564 4.128 -2.276
Cl -4.133 7.430 4.491
Cl -3.122 -0.832 -5.421
H 5.225 -2.574 -0.853
Si 1.971 -1.140 -0.091
C 1.041 2.754 0.289
H -0.140 -3.583 0.449
Si -0.731 -1.663 -1.108
H 4.848 0.055 1.569
Cl 0.766 -6.155 -8.371
Cl -10.922 8.225 5.149
Cl 3.211 -8.001 -10.533
Cl 2.632 5.267 3.479
Cl 5.234 5.586 4.676
Cl 3.183 5.791 -0.389
C 3.534 5.223 4.996
Cl 2.366 7.836 1.468
Cl -3.554 -1.997 10.078
Cl -3.971 1.958 -0.997
Cl -8.374 8.204 3.799
Cl -2.684 -5.509 6.635
C -1.804 -3.256 2.719
O -2.625 -2.205 1.859
Cl -3.615 4.940 5.856
Cl -3.338 -1.373 -8.249
Cl 0.432 5.964 0.463
C 4.348 -2.417 -0.217
C -1.341 -2.251 1.534
Cl -3.713 5.010 2.968
Cl 2.873 6.426 6.106
Cl 3.258 0.823 -3.819
C -1.662 -4.070 6.612
Cl -0.775 -8.580 -8.688
O 0.848 -1.137 -1.309
Cl -9.823 5.737 4.190
Cl -1.473 -6.680 -6.635
C 5.541 -0.747 1.321
Cl 1.741 -10.033 -11.956
C 2.057 0.484 0.871
Cl -0.855 -3.892 8.173
H 5.626 -2.854 1.412
Cl -0.771 -0.742 -7.086
H 1.843 3.233 0.851
Cl 0.611 -7.402 -11.631
*
```

[6]
Entry from the OMol25 dataset: CF2IO2S as an isolated structure (the ωB97M-V functional and the def2-TZVPD basis).

gap between HOMO and LUMO (spin up / spin down): 6.8417 / 6.8431 eV
energy relative to the best compared isomer or geometry (same formula, charge and spin): 10.4 kcal/mol

```
! RIJCOSX wB97M-V def2-TZVPD def2/J DEFGRID3
* xyz -1 1
S -0.870 -0.285 2.922
O 0.028 0.492 3.788
F 0.800 1.422 -2.765
F -0.520 -0.136 -3.271
O -0.763 -1.712 3.183
I 0.107 -0.221 -0.040
C 0.664 0.092 -2.635
*
```

[7]
Entry from the OMol25 dataset: C16H18N4O4S in the gas phase (the ωB97M-V functional and the def2-TZVPD basis).

gap between HOMO and LUMO: 8.3943 eV
SMILES string: O=C(Nc1ccc(S(=O)(=O)NC[C@H]2CCCO2)cc1)c1cnccn1
energy relative to the best compared isomer or geometry (same formula, charge and spin): 39.6 kcal/mol

```
! RIJCOSX wB97M-V def2-TZVPD def2/J DEFGRID3
* xyz 0 1
C -1.927 0.665 -0.819
H 0.999 1.979 0.219
H -5.325 -0.190 2.025
H -3.239 -2.474 2.928
O 3.132 1.430 0.421
N 2.118 -0.250 -0.774
H 5.494 -3.008 -1.959
N 4.409 -1.463 -1.170
S -3.676 0.988 -0.837
C -2.840 -1.809 2.164
O -2.061 0.423 2.210
C -3.225 -0.343 2.455
C -1.304 -1.795 2.150
C -0.972 -0.371 2.616
H -0.877 -0.341 3.713
C 4.460 -0.323 -0.480
H 0.241 -1.723 -1.791
O -4.201 0.620 -2.123
C 5.675 0.184 -0.020
N -4.268 -0.179 0.221
C 0.301 1.288 -0.225
H -3.238 -2.102 1.194
C 5.553 -2.085 -1.399
C -1.053 1.568 -0.251
O -3.941 2.306 -0.337
C -1.479 -0.516 -1.378
H 7.702 -2.068 -1.124
H -0.871 -2.544 2.809
H -5.095 -0.590 -0.182
H -2.194 -1.187 -1.825
H -1.447 2.477 0.172
H -0.070 0.042 2.166
C -4.389 0.193 1.614
C 3.173 0.400 -0.217
C 0.770 0.094 -0.776
H 2.373 -1.110 -1.252
C -0.129 -0.804 -1.358
H -4.385 1.286 1.688
C 6.761 -1.570 -0.940
H -3.499 -0.233 3.519
H 5.713 1.107 0.541
H -0.927 -1.952 1.141
N 6.816 -0.440 -0.252
*
```

[8]
Entry from the OMol25 dataset: C6H10N2O2 in the gas phase (the ωB97M-V functional and the def2-TZVPD basis).

gap between HOMO and LUMO: 10.1045 eV
SMILES string: CO[C@]1(C)N=CCC(=O)N1
energy relative to the best compared isomer or geometry (same formula, charge and spin): 59.7 kcal/mol

```
! RIJCOSX wB97M-V def2-TZVPD def2/J DEFGRID3
* xyz 0 1
H -2.164 1.924 0.772
H 2.190 0.406 -0.448
H 2.013 0.968 1.252
O -0.253 -3.152 -0.432
H -0.728 0.267 -2.949
H -2.123 1.250 2.340
C 0.225 0.263 0.472
N -0.279 -1.022 0.443
H -2.340 0.145 1.006
H 1.342 -1.135 -1.903
C -0.376 0.126 -1.950
C 0.160 -1.272 -1.810
C 1.758 0.156 0.572
N -0.404 0.943 -1.010
O -0.345 0.968 1.460
C -0.059 -1.952 -0.527
H -0.064 -1.947 -2.741
H -0.407 -1.441 1.291
H 1.979 -0.864 0.867
C -1.805 1.044 1.321
*
```

[9]
Entry from the OMol25 dataset: C25H38FN4O5PS5SbW as an isolated structure (the ωB97M-V functional and the def2-TZVPD basis).

gap between HOMO and LUMO (spin up / spin down): 5.9916 / 6.6473 eV
energy relative to the best compared isomer or geometry (same formula, charge and spin): 0.1 kcal/mol

```
! RIJCOSX wB97M-V def2-TZVPD def2/J DEFGRID3
* xyz 0 2
S -1.723 5.211 -1.753
H 1.856 0.436 2.622
H -6.417 -1.273 0.007
C -3.251 1.127 3.962
C 1.942 -1.073 -3.235
C 1.484 -3.601 -2.182
W 0.463 1.233 -0.321
N -0.043 -0.799 0.601
H 1.137 5.232 -3.471
C -4.669 -3.730 4.143
H 2.117 -0.109 -3.692
S 0.206 3.047 -3.259
H 7.438 -1.313 -1.649
N 3.197 1.130 -1.699
H 0.405 -1.475 -0.012
S 1.076 3.502 0.081
C -0.098 -0.132 -2.045
H -3.980 2.592 2.565
C -4.601 -2.803 2.954
C 2.054 3.950 -4.978
H -6.601 0.134 -1.051
N 0.139 1.368 1.924
C 2.834 -2.100 -3.496
H -0.271 0.508 -2.911
S 3.111 2.987 -3.855
C 0.604 -2.553 -1.931
O 2.245 0.317 0.200
F 3.474 -4.345 -3.191
C 1.772 2.437 -2.889
H 7.576 -2.513 0.512
O -2.516 0.373 2.967
O -3.746 -1.701 3.286
H 3.705 -1.943 -4.119
H -0.309 -2.771 -1.385
C 2.601 -3.344 -2.946
S -1.845 1.659 -0.440
H 1.739 3.313 -5.804
H 1.241 -1.725 1.989
C 0.829 -1.256 -2.407
C 0.864 4.455 -4.185
H 0.515 2.274 2.190
H 2.658 4.770 -5.365
C -6.348 -0.185 -0.039
H -4.202 -3.324 2.075
H -7.081 0.237 0.649
H -5.059 -3.203 5.013
C -4.956 0.282 0.312
H -4.217 0.653 4.133
Sb -1.376 4.099 0.169
H -5.589 -2.416 2.696
H -0.867 1.365 2.104
C 0.395 -1.040 1.998
C 4.477 -0.355 -0.314
H 4.705 0.680 -2.508
H -2.444 3.027 3.324
H 3.745 -0.951 1.597
H -2.675 1.066 4.885
C 4.568 -1.041 0.900
H -5.326 -4.572 3.924
N 1.922 1.652 -1.873
H -3.944 3.137 4.250
H -4.209 -0.149 -0.358
H 0.067 4.827 -4.826
H -0.421 -1.516 2.542
H -4.866 1.366 0.241
H -1.077 -0.549 -1.798
H 0.467 0.279 3.713
C 5.533 -0.456 -1.235
C 6.641 -1.244 -0.921
H 1.298 -4.599 -1.810
H -1.052 -0.942 0.535
C 3.260 0.407 -0.618
C 0.782 0.278 2.668
H 5.724 -2.330 2.157
O 5.536 0.161 -2.429
H -3.679 -4.116 4.388
P -3.236 -0.757 2.057
C 6.707 -1.908 0.286
O -4.668 -0.101 1.672
C -3.413 2.554 3.495
C 5.669 -1.810 1.211
*
```